Record 1
{"formula": "C2H3NOS", "method": "ωB97M-V with the def2-TZVPD basis set", "species": ["C", "H", "H", "N", "S", "O", "C", "H"], "coordinates": [[-1.30777, -1.05571, -0.48273], [2.65483, -0.44827, 0.82953], [2.51364, 1.46759, 0.17433], [-1.43527, -2.15797, -0.62212], [2.16354, 0.22337, -0.34262], [-2.16996, 1.16682, -0.49131], [-1.46274, 0.33686, 0.00093], [-0.95626, 0.46731, 0.93399]], "atomic_forces_ev_per_a": [[-0.218, 4.225, 0.436], [-0.712, 0.954, -1.675], [-0.311, -1.097, -0.455], [-0.137, -4.152, -0.700], [0.961, 0.140, 2.129], [0.269, -0.337, -0.231], [-0.442, -0.107, -0.308], [0.590, 0.374, 0.803]], "nbo_charge": [0.15, 0.17, 0.16, -0.24, -0.32, -0.43, 0.36, 0.15], "de_lowest_kcal_mol": 35.8, "multiplicity": 1, "fmax_ha_per_bohr": 0.083, "lumo_energy_ev": -0.4}

=====

Record 2
{"formula": "C2H3NOS", "method": "ωB97M-V with the def2-TZVPD basis set", "species": ["H", "H", "N", "H", "C", "C", "S", "O"], "coordinates": [[-0.22069, -1.43997, 1.55436], [-1.68039, -0.76702, 1.02743], [-0.67280, -0.62136, 1.21775], [-0.13369, 1.54710, -1.31113], [-0.80858, 0.84078, -0.64968], [0.04015, -0.06416, 0.18114], [1.70293, -0.26045, -0.12819], [-1.98649, 0.56460, -0.61659]], "atomic_forces_ev_per_a": [[0.349, -0.549, 0.696], [0.870, 0.532, 0.155], [0.026, -0.139, -1.681], [-1.881, -0.750, 0.849], [0.796, -0.655, -0.763], [2.042, -0.352, 1.378], [-2.522, 0.310, 0.374], [0.321, 1.603, -1.008]], "nbo_charge": [0.40, 0.41, -0.76, 0.17, 0.36, 0.02, -0.09, -0.50], "de_lowest_kcal_mol": 14.7, "multiplicity": 1, "fmax_ha_per_bohr": 0.050, "lumo_energy_ev": -1.1}

=====

The frontier orbital gap results, record by record, are as follows: 9.88; 8.09 eV.
The highest occupied orbital energy results, record by record, are as follows: -10.30; -9.16 eV.